ORCA calculation (ωB97M-V/def2-TZVPD) on a 13-piece molecular cluster, C52H143N13O13 overall in a non-equilibrium geometry.

## Properties
relative energy (zero: lowest compared OMol25 entry of this formula, charge and spin)	91.13	kcal per mole
max |F|	0.069	Eh/bohr
frontier orbital gap	8.9	eV
E	-3756.5950	Eh

Last column: Mulliken charge in e.
Cartesian coordinates (Å):
C: -4.78994 -1.91997 -3.78814  -1.016
C: -5.08613 -2.59311 -5.18295  0.781
C: -6.53761 -3.12505 -5.42060  -1.112
O: -7.41354 -2.02866 -5.13056  -0.282
C: -8.68422 -2.29629 -5.66806  -0.870
N: -4.69690 -1.69891 -6.27357  -0.511
H: -5.58672 -1.24539 -3.47480  0.379
H: -3.83678 -1.39207 -3.81828  0.071
H: -4.72764 -2.74951 -3.08381  0.419
H: -4.45818 -3.47642 -5.29927  0.076
H: -6.80119 -4.00731 -4.83730  0.427
H: -6.65724 -3.38396 -6.47262  0.501
H: -9.42584 -1.64843 -5.20075  0.242
H: -9.04776 -3.32084 -5.58914  0.327
H: -8.74025 -2.01770 -6.72037  0.328
H: -5.29341 -0.90917 -6.47502  0.218
H: -3.75853 -1.35152 -6.13613  -0.185
C: 0.20832 1.15228 2.14931  -0.281
C: 0.99226 0.80037 0.93233  1.177
C: 0.40305 -0.31822 -0.00727  -1.500
O: -1.01537 -0.26570 -0.30469  0.899
C: -1.62550 -1.35823 -1.00837  -1.282
N: 1.10196 2.04383 0.13529  1.284
H: -0.75593 1.61939 1.94896  -0.052
H: 0.77834 1.85380 2.75844  -0.413
H: 0.04211 0.19508 2.64352  -0.075
H: 1.95293 0.38687 1.23928  -0.293
H: 0.80618 -1.24115 0.40960  0.078
H: 0.88277 -0.17541 -0.97556  0.534
H: -1.44847 -2.33340 -0.55471  0.271
H: -1.17331 -1.45418 -1.99549  0.328
H: -2.68750 -1.24914 -1.22829  0.372
H: 0.20467 2.48922 0.00645  -0.407
H: 1.50247 2.00932 -0.79126  -0.389
C: 2.67646 -4.71838 -2.29820  -1.560
C: 3.15260 -3.51699 -1.52507  0.892
C: 2.83936 -3.65493 0.02689  -0.068
O: 1.44145 -3.69241 0.31389  -0.198
C: 1.27960 -3.72572 1.71795  -0.411
N: 4.60178 -3.43642 -1.71854  -0.803
H: 3.24339 -5.64071 -2.17169  0.340
H: 2.63543 -4.44191 -3.35175  0.415
H: 1.67361 -5.04397 -2.02182  0.232
H: 2.73845 -2.61252 -1.97062  0.151
H: 3.33121 -2.85062 0.57395  -0.398
H: 3.28564 -4.58587 0.37660  0.420
H: 1.57558 -2.77463 2.16057  -0.060
H: 1.76920 -4.49761 2.31174  0.588
H: 0.21207 -3.77166 1.93331  -0.088
H: 4.95481 -2.61342 -1.25148  0.255
H: 4.71848 -3.22124 -2.69843  0.309
C: -2.79713 -2.40213 2.38630  -1.613
C: -2.77118 -2.94464 3.87658  1.879
C: -3.80616 -2.25253 4.76032  -1.088
O: -3.17557 -1.00270 5.16426  -0.045
C: -4.11087 -0.21636 5.87299  -0.752
N: -3.00964 -4.42050 3.81201  -0.875
H: -2.28306 -1.45825 2.20487  0.204
H: -3.80579 -2.24327 2.00488  0.448
H: -2.42693 -3.09727 1.63276  0.429
H: -1.81806 -2.80296 4.38609  -0.656
H: -4.07065 -2.92816 5.57375  0.387
H: -4.73865 -2.03094 4.24123  0.368
H: -3.58537 0.67242 6.22231  0.100
H: -4.54497 -0.67382 6.76202  0.313
H: -4.91849 0.02475 5.18181  0.346
H: -2.32874 -4.82482 3.18512  0.289
H: -2.70708 -4.77313 4.70879  0.315
C: -2.78948 5.92423 0.93407  -1.286
C: -3.50903 5.17963 2.11610  0.337
C: -3.46878 3.62061 2.21218  0.329
O: -3.95124 2.99981 1.03741  -0.423
C: -4.05169 1.57528 1.10504  -0.893
N: -3.04246 5.81398 3.31364  -0.747
H: -1.74861 5.60077 0.94202  0.250
H: -2.79461 7.00964 1.03379  0.458
H: -3.12441 5.59059 -0.04807  0.204
H: -4.53775 5.48183 1.91988  0.251
H: -4.01066 3.30827 3.10488  0.574
H: -2.47333 3.20165 2.35938  -0.555
H: -4.59324 1.22009 1.98178  0.480
H: -3.13514 0.98722 1.05780  0.281
H: -4.69958 1.26335 0.28587  0.326
H: -2.10495 5.44278 3.37180  0.230
H: -2.88025 6.79266 3.12397  0.309
C: 2.60546 -5.84320 7.11398  -1.668
C: 2.20813 -5.15516 5.88282  0.588
C: 1.72679 -3.72079 6.19554  -0.919
O: 1.12097 -3.28569 5.02319  0.064
C: 0.88332 -1.92079 5.09529  -0.516
N: 3.38044 -5.08714 4.98871  -0.631
H: 1.72865 -6.13174 7.69368  0.378
H: 3.34252 -5.24831 7.65338  0.335
H: 3.13671 -6.77223 6.90714  0.426
H: 1.36207 -5.59436 5.35424  0.266
H: 2.49480 -3.01661 6.51552  0.335
H: 1.05508 -3.68609 7.05327  0.343
H: 1.81730 -1.42112 5.35243  0.587
H: 0.11323 -1.61053 5.80156  0.475
H: 0.54770 -1.59409 4.11105  -0.450
H: 4.19768 -4.67236 5.41319  0.277
H: 3.10469 -4.53329 4.19039  0.119
C: 6.18097 4.37811 1.54055  -1.672
C: 4.63365 4.31966 1.39418  1.458
C: 3.99365 5.32343 0.39081  -0.788
O: 4.03019 6.71185 0.89555  -0.366
C: 4.30386 7.65496 -0.14900  -0.768
N: 4.27412 2.92529 1.06018  -0.223
H: 6.66241 3.66122 2.20567  0.274
H: 6.40204 5.37656 1.91782  0.437
H: 6.74236 4.24452 0.61583  0.323
H: 4.21800 4.64512 2.34782  -0.446
H: 2.94709 5.02285 0.34120  0.275
H: 4.45103 5.16887 -0.58644  0.473
H: 3.44984 7.60647 -0.82457  0.311
H: 5.25829 7.42566 -0.62290  0.292
H: 4.32013 8.66838 0.25203  0.266
H: 4.24871 2.37554 1.90707  0.135
H: 3.31687 2.92031 0.73810  -0.151
C: 6.33661 2.27768 5.01316  -2.048
C: 4.88268 2.60868 4.94186  2.214
C: 4.01970 1.33984 4.77594  -0.296
O: 4.35366 0.72821 3.54835  -0.434
C: 3.72766 -0.54596 3.31190  -0.592
N: 4.56086 3.30136 6.18003  -0.651
H: 6.93465 3.18310 4.90985  0.507
H: 6.61742 1.61081 4.19797  0.344
H: 6.45401 1.73244 5.94966  0.476
H: 4.72654 3.26265 4.08394  -1.259
H: 2.95906 1.58778 4.73500  -0.324
H: 4.13162 0.59895 5.56755  0.619
H: 3.92262 -0.97790 2.33031  0.257
H: 2.64149 -0.57014 3.39992  -0.065
H: 4.12452 -1.24165 4.05123  0.589
H: 4.72439 2.70228 6.97656  0.275
H: 5.17747 4.08389 6.34599  0.250
C: 3.46823 2.76116 -2.71507  -0.556
C: 4.68826 1.97683 -2.95936  0.619
C: 5.26235 1.92908 -4.37638  -1.001
O: 4.26387 1.74234 -5.36138  -0.218
C: 4.72003 1.50828 -6.66250  -0.744
N: 5.68254 2.38101 -2.03259  -0.689
H: 3.66597 3.81790 -2.89477  0.302
H: 3.05444 2.67531 -1.71033  -0.162
H: 2.66294 2.44371 -3.37751  0.347
H: 4.41959 0.97305 -2.63022  0.103
H: 6.00634 1.13402 -4.42605  0.390
H: 5.80070 2.84120 -4.63392  0.366
H: 3.95675 0.88463 -7.12785  0.169
H: 5.65555 0.94990 -6.62891  0.338
H: 4.83855 2.42071 -7.24689  0.284
H: 5.27111 2.31019 -1.11291  0.208
H: 5.88616 3.36741 -2.10780  0.335
C: -1.83939 -9.63075 -4.13694  -1.490
C: -2.59766 -8.60389 -3.27079  0.526
C: -2.18407 -7.13998 -3.72429  -0.658
O: -2.68349 -6.22596 -2.78819  -0.334
C: -2.20342 -4.86651 -3.02739  -0.404
N: -4.02921 -8.79444 -3.47364  -0.750
H: -0.80738 -9.60824 -3.78687  0.378
H: -1.81276 -9.48838 -5.21727  0.327
H: -2.14447 -10.65927 -3.94412  0.409
H: -2.33056 -8.76011 -2.22563  0.270
H: -2.45940 -6.97980 -4.76671  0.278
H: -1.09724 -7.07225 -3.77227  0.294
H: -1.13087 -4.67466 -2.99690  0.226
H: -2.67375 -4.09907 -2.41263  0.104
H: -2.53055 -4.60825 -4.03456  0.272
H: -4.51169 -7.98970 -3.09985  0.291
H: -4.33968 -8.71728 -4.43163  0.260
C: 1.48996 4.86755 3.66442  -0.532
C: 1.17842 4.95995 5.13762  0.374
C: 0.54233 3.68458 5.66771  -0.323
O: -0.64898 3.36148 4.98507  -0.218
C: -1.23090 2.10781 5.35681  -0.809
N: 2.35115 5.30514 5.90673  -0.768
H: 0.61408 4.90024 3.01645  -0.056
H: 1.97138 3.93865 3.35868  -0.388
H: 2.17249 5.65270 3.33917  0.600
H: 0.51325 5.80345 5.32241  0.293
H: 0.41938 3.79563 6.74504  0.418
H: 1.21595 2.82825 5.63552  0.051
H: -0.51348 1.30320 5.51806  0.312
H: -1.99543 1.84897 4.62429  0.065
H: -1.76459 2.30406 6.28673  0.578
H: 1.97495 5.23878 6.84170  0.335
H: 3.02385 4.55321 5.86001  0.200
C: -0.18730 -0.40289 -5.11124  -1.385
C: -1.16250 -0.51482 -6.28450  1.606
C: -1.74836 0.80934 -6.81901  -0.532
O: -2.79635 0.51556 -7.67063  -0.171
C: -3.07747 1.55704 -8.58023  -0.836
N: -0.43420 -1.15942 -7.30728  -0.790
H: -0.74768 -0.01637 -4.25996  -0.049
H: 0.70454 0.20347 -5.26949  0.315
H: 0.29112 -1.35618 -4.88664  0.506
H: -1.97345 -1.19143 -6.01494  -0.549
H: -0.92689 1.33134 -7.30973  0.490
H: -2.12524 1.39965 -5.98379  0.166
H: -3.69892 2.29174 -8.06826  0.283
H: -3.71930 1.21935 -9.39394  0.265
H: -2.18251 1.99294 -9.02422  0.324
H: 0.15835 -0.53216 -7.83218  0.295
H: -1.14118 -1.47733 -7.95476  0.273
C: -0.75046 2.80297 -2.85600  -1.380
C: -1.95320 3.03336 -1.96809  -0.088
C: -3.29849 2.27463 -2.30074  -0.025
O: -3.58027 2.58145 -3.66881  -0.417
C: -4.79969 2.05368 -4.08712  -0.394
N: -1.56744 2.67654 -0.61490  0.405
H: -0.54396 1.74544 -3.02060  -0.301
H: 0.11452 3.28327 -2.39858  0.438
H: -0.95624 3.32045 -3.79299  0.686
H: -2.21107 4.08647 -1.85602  0.349
H: -4.12157 2.59887 -1.66395  0.538
H: -3.16519 1.20015 -2.17499  -0.031
H: -5.64374 2.57161 -3.63168  0.334
H: -4.79089 0.97636 -3.92156  -0.007
H: -4.80918 2.13012 -5.17439  0.203
H: -1.62029 1.69308 -0.39104  -0.689
H: -2.27258 3.00199 0.03082  0.012

***

ORCA calculation (ωB97M-V/def2-TZVPD) on a single C10H17N3O3 molecule in a non-equilibrium geometry.

## Properties
relative energy (zero: lowest compared OMol25 entry of this formula, charge and spin)	10.44	kcal per mole
max |F|	0.064	Eh/bohr
frontier orbital gap	9.9	eV
E	-781.2775	Eh
SMILES	CNC(=O)[C@H]1CCCN1C(=O)CNC(C)=O

Last column: Mulliken charge in e.
Cartesian coordinates (Å):
C: 3.00355 -1.52321 -3.14376  -0.896
N: 1.93506 -1.52987 -2.16484  -0.127
C: 1.50360 -0.41915 -1.52094  0.049
O: 2.01060 0.70039 -1.64243  -0.680
C: 0.52491 -0.69041 -0.39601  0.068
C: 1.26681 -0.90425 0.90867  -0.828
C: 0.27824 -0.33805 1.91636  -0.818
C: -0.26806 0.89468 1.14704  -0.713
N: -0.42372 0.40576 -0.20560  0.231
C: -1.29095 0.83090 -1.16587  0.694
O: -1.34528 0.23806 -2.28987  -0.712
C: -2.23500 2.01836 -0.88318  -0.932
N: -3.65071 1.61774 -1.08685  -0.144
C: -4.28134 0.76455 -0.25854  0.729
C: -5.71402 0.37916 -0.50550  -1.192
O: -3.72216 0.33620 0.72267  -0.596
H: 2.73457 -0.92329 -3.99142  0.295
H: 3.92803 -1.12318 -2.67368  0.271
H: 3.24217 -2.55221 -3.45179  0.336
H: 1.39260 -2.35438 -1.97990  0.270
H: -0.00409 -1.61367 -0.62026  0.518
H: 2.13216 -0.28086 0.89515  0.397
H: 1.53092 -1.97428 1.10485  0.266
H: 0.80340 -0.02558 2.82606  0.402
H: -0.55742 -1.01961 2.12959  0.354
H: 0.47849 1.71663 1.14696  0.246
H: -1.21276 1.25961 1.62263  0.509
H: -2.04643 2.79087 -1.60364  0.457
H: -2.09232 2.45944 0.09696  0.319
H: -4.09423 1.97562 -1.95115  0.245
H: -6.06433 -0.36067 0.24470  0.284
H: -6.32512 1.24343 -0.44542  0.344
H: -5.72258 -0.11722 -1.44010  0.356

***

ORCA calculation (ωB97M-V/def2-TZVPD) on C16H15BrSeTi as an isolated structure in a non-equilibrium geometry.

## Properties
net charge	-1
relative energy (zero: lowest compared OMol25 entry of this formula, charge and spin)	0.00	kcal per mole
max |F|	0.047	Eh/bohr
2S+1	2
frontier orbital gap (alpha / beta)	4.7 / 4.7	eV
E	-6443.6344	Eh

Last column: Mulliken charge in e.
Cartesian coordinates (Å):
C: 1.69076 -1.42787 0.47454  -0.588
C: 1.92139 -0.00637 0.65457  -0.597
C: 0.98781 0.47415 1.62134  -0.121
H: 2.76062 0.57621 0.24486  0.346
C: 0.11280 -0.58113 1.98002  -0.154
C: 0.50996 -1.76816 1.25411  -0.606
H: 0.07373 -2.76376 1.37118  0.418
H: 2.31077 -2.11038 -0.09063  0.593
H: 1.02735 1.45526 2.10679  0.428
H: -0.65588 -0.53347 2.76027  0.390
Ti: -0.00125 -0.40809 -0.36022  0.369
Br: 0.50665 -1.11984 -2.50182  -0.249
C: -2.15278 -2.97540 -4.15194  -0.466
C: -2.25375 -4.06962 -3.23880  -0.554
C: -0.99076 -4.74248 -3.21421  -0.504
H: -3.13831 -4.34661 -2.66759  0.387
C: -0.11216 -4.06584 -4.11151  -0.496
C: -0.82831 -2.96949 -4.69108  -0.785
H: -0.43701 -2.26340 -5.42154  0.455
H: -2.94351 -2.26976 -4.40279  0.352
H: -0.74340 -5.62084 -2.61956  0.374
H: 0.92284 -4.33076 -4.32235  0.350
Se: -1.73986 1.32337 -0.37040  -0.240
C: -1.21348 2.74524 0.79950  -0.079
C: -1.53423 2.66097 2.15843  -0.348
C: -0.93936 3.53673 3.07735  -0.360
C: -0.08841 4.57324 2.63223  -0.455
C: 0.13510 4.70572 1.24885  -0.329
C: -0.44297 3.83059 0.33519  -0.429
H: -2.18744 1.87581 2.52781  0.415
H: -1.11517 3.41711 4.13393  0.356
H: 0.37283 5.25198 3.34985  0.366
H: 0.78483 5.50632 0.91312  0.350
H: -0.25079 3.94790 -0.72402  0.411

***

ORCA calculation (ωB97M-V/def2-TZVPD) on a single C4H5NO molecule in a non-equilibrium geometry.

## Properties
relative energy (zero: lowest compared OMol25 entry of this formula, charge and spin)	67.37	kcal per mole
max |F|	0.033	Eh/bohr
frontier orbital gap	11.5	eV
E	-285.3072	Eh

Last column: Mulliken charge in e.
Cartesian coordinates (Å):
N: 1.97666 -0.15937 0.19455  -0.207
C: 2.43891 0.74889 -0.40802  -0.012
C: 0.72496 -0.85778 -0.01682  -0.508
C: -0.41446 -0.04551 0.55597  0.119
C: -1.25303 0.82058 -0.27577  -0.394
O: -1.69466 -0.46843 0.13700  -0.410
H: 0.78803 -1.83750 0.44771  0.273
H: 0.58421 -0.98443 -1.09494  0.328
H: -0.31423 0.19539 1.61551  0.340
H: -1.78520 1.65295 0.18641  0.258
H: -1.05119 0.93522 -1.34161  0.213

***

ORCA calculation (ωB97M-V/def2-TZVPD) on C17H31Cl3MoO2P2 as an isolated structure in a non-equilibrium geometry.

## Properties
net charge	+2
relative energy (zero: lowest compared OMol25 entry of this formula, charge and spin)	0.00	kcal per mole
max |F|	0.075	Eh/bohr
2S+1	3
frontier orbital gap (alpha / beta)	6.0 / 6.6	eV
E	-2947.4333	Eh

Last column: Mulliken charge in e.
Cartesian coordinates (Å):
P: -0.17444 -1.83714 -1.81977  0.911
P: 0.38525 1.69012 -1.90127  1.071
C: -0.35231 -0.67403 -3.31779  -0.972
C: 0.56058 0.55830 -3.35322  -1.088
H: -1.41991 -0.40920 -3.41240  0.409
H: -0.08097 -1.34437 -4.15885  0.702
H: 1.61981 0.25277 -3.43642  0.382
H: 0.28907 1.17729 -4.22916  0.622
C: -1.18022 2.46740 -2.41957  -1.469
H: -1.48429 3.19957 -1.66766  0.370
H: -1.97900 1.72772 -2.55230  0.396
H: -0.98368 2.96868 -3.37763  0.507
C: 1.65866 2.91715 -2.31192  -1.296
H: 1.34938 3.42903 -3.22898  0.446
H: 2.62155 2.40712 -2.44640  0.416
H: 1.74275 3.61769 -1.47904  0.409
C: -1.25652 -3.13924 -2.42994  -1.367
H: -1.26913 -3.95380 -1.70772  0.442
H: -0.83380 -3.46490 -3.37932  0.499
H: -2.26167 -2.73164 -2.55943  0.456
C: 1.49320 -2.41871 -2.24371  -1.544
H: 2.24216 -1.62023 -2.27184  0.398
H: 1.41504 -2.84095 -3.25531  0.530
H: 1.80746 -3.19686 -1.54591  0.451
Mo: -0.25294 -0.52934 2.18305  -0.349
C: 0.71659 1.73521 1.13446  0.447
C: -0.64996 1.52247 0.93320  -0.751
C: -1.38341 0.49807 0.05864  1.338
C: -1.75312 -0.92765 0.43531  -2.093
C: -0.64402 -1.95901 0.01145  0.734
C: 0.71547 -1.68520 0.61886  -1.140
C: 1.54683 -0.48152 0.14854  1.004
C: 1.78661 0.69961 1.07941  -2.379
C: 0.92960 -1.25688 3.69572  -1.235
H: 1.01164 2.66232 1.63340  0.417
H: -1.29506 2.33600 1.28190  0.489
H: -0.82270 0.32522 -0.91338  -1.562
H: -2.29960 1.00444 -0.30950  0.860
H: -2.21631 -0.95330 1.47917  0.513
H: -2.64621 -1.22285 -0.12919  0.568
H: -0.98921 -2.97839 0.24519  1.111
H: 1.34689 -2.58817 0.69697  0.659
H: 1.16498 -0.05090 -0.79476  -1.235
H: 2.53041 -0.85894 -0.19938  0.714
H: 2.11531 0.33422 2.06432  0.722
H: 2.68868 1.23146 0.73981  0.706
H: 1.21255 -0.40158 4.31080  0.437
H: 1.81601 -1.77950 3.35620  0.400
H: 0.30651 -1.91806 4.27754  0.465
Cl: -3.17904 1.63450 5.69158  0.021
C: -1.69068 0.88664 5.35669  0.456
Cl: -1.22299 -0.39760 6.40637  -0.006
Cl: -2.15248 -0.10703 3.51464  -0.428
C: -0.44309 1.92913 5.18098  0.471
O: -0.56175 2.85304 6.01420  -0.550
O: 0.40554 1.66178 4.30336  -0.485